{"formula": "C4H9NO3", "method": "wB97M-V/def2-TZVPD", "energy_ha": -438.21311, "homo_lumo_gap_ev": 10.14, "total_charge": 0, "e_lumo_ha": 0.0109, "e_above_lowest_kcal_mol": 72.8, "elements": ["C", "C", "C", "O", "N", "C", "O", "H", "H", "H", "H", "H", "H", "H", "O", "H", "H"], "coordinates": [[2.065771, 0.681645, -0.957092], [1.133145, 0.110272, 0.192264], [1.244371, 1.032283, 1.404738], [0.286343, 1.644580, 1.805740], [-0.280966, -0.027757, -0.264526], [-1.398881, 0.057775, 0.579076], [-2.468936, 0.038171, 0.090635], [1.872221, 1.774589, -0.979360], [2.178513, 0.226945, -1.952295], [3.210290, 0.706868, -0.630369], [1.403315, -1.104783, 0.524260], [2.218832, 0.896140, 1.780570], [-0.355880, 0.224886, -1.141328], [-1.313694, 0.240479, 1.640232], [-0.795771, -2.858014, -1.914576], [-0.848799, -1.905970, -1.647205], [-0.837556, -2.754602, -2.911139]], "forces_ev_per_a": [[2.5, 0.7, 1.9], [-0.5, -3.5, -0.7], [-2.2, -1.4, -1.6], [1.5, 0.4, 0.4], [2.4, -0.9, 6.3], [1.8, 0.5, -0.8], [-3.0, -0.2, -1.2], [-0.3, -0.6, -0.6], [-1.0, -0.1, 0.5], [-2.3, -0.4, -0.1], [0.0, 3.6, -0.7], [1.6, 0.8, 1.5], [-1.4, 1.6, -5.3], [0.8, -0.5, 0.4], [-0.1, 1.6, -1.8], [0.0, -1.2, 0.2], [0.0, -0.5, 1.7]], "lowdin_charge": [-0.06, -0.30, -0.22, 0.07, 0.05, -0.34, 0.07, 0.08, 0.07, 0.11, 0.21, 0.11, 0.05, 0.13, -0.10, 0.01, 0.06]}

{"formula": "C3H6N2O", "method": "wB97M-V/def2-TZVPD", "energy_ha": -302.63851, "homo_lumo_gap_ev": 10.65, "total_charge": 0, "e_lumo_ha": 0.0334, "e_above_lowest_kcal_mol": 34.3, "elements": ["H", "N", "C", "C", "C", "N", "O", "H", "H", "H", "H", "H"], "coordinates": [[-2.794620, -1.363728, -0.034157], [-2.360703, -0.587976, -0.523193], [-1.187682, -0.353222, -0.157983], [-0.254936, 0.759979, -0.620584], [0.644624, 0.359785, 0.534381], [1.916242, -0.100938, 0.238024], [-0.421190, -0.804090, 0.855875], [-0.685410, 1.754533, -0.577324], [0.180130, 0.571583, -1.601208], [0.650413, 1.029320, 1.395304], [2.390420, -0.524606, 1.038930], [1.922712, -0.740640, -0.548064]], "forces_ev_per_a": [[0.0, -0.1, 0.3], [-0.1, -0.5, -0.4], [-0.2, 1.4, -0.2], [-0.2, -0.6, 0.0], [-0.8, -0.8, 0.4], [0.4, -0.4, 0.3], [1.1, 0.7, 0.0], [0.0, 0.0, 0.0], [0.0, 0.1, 0.0], [-0.1, -0.2, 0.0], [-0.2, 0.3, -0.4], [0.1, 0.1, 0.1]], "lowdin_charge": [0.05, 0.15, -0.52, -0.04, -0.31, 0.08, 0.01, 0.12, 0.12, 0.15, 0.10, 0.10]}

{"formula": "C23H20ClN3O4S", "method": "wB97M-V/def2-TZVPD", "energy_ha": -2212.08987, "homo_lumo_gap_ev": 8.61, "total_charge": 0, "e_lumo_ha": -0.0006, "e_above_lowest_kcal_mol": 6.2, "elements": ["C", "C", "C", "N", "C", "O", "C", "C", "C", "C", "C", "C", "N", "C", "O", "C", "C", "C", "C", "Cl", "C", "S", "O", "O", "N", "C", "C", "C", "C", "C", "C", "C", "H", "H", "H", "H", "H", "H", "H", "H", "H", "H", "H", "H", "H", "H", "H", "H", "H", "H", "H", "H"], "coordinates": [[-1.163233, 5.145565, 4.753009], [-1.564028, 4.229337, 5.613618], [-0.903379, 2.901381, 5.843324], [0.374088, 2.769304, 5.186403], [0.571251, 1.941587, 4.142572], [-0.334940, 1.217126, 3.730543], [1.925889, 1.976828, 3.530277], [3.033483, 2.409273, 4.259320], [4.284962, 2.492317, 3.682480], [4.450318, 2.148880, 2.349343], [3.380129, 1.688255, 1.611090], [2.115985, 1.572781, 2.190041], [1.029510, 1.063439, 1.496693], [0.911912, 0.770643, 0.176336], [1.789489, 0.914338, -0.653126], [-0.430367, 0.226096, -0.213246], [-1.593801, 0.334310, 0.547848], [-2.788059, -0.182650, 0.078748], [-2.828602, -0.822860, -1.154290], [-4.280658, -1.466165, -1.779188], [-1.673824, -0.937349, -1.915091], [-1.828224, -1.778545, -3.505556], [-2.234124, -3.127259, -3.268111], [-2.603716, -0.956896, -4.382035], [-0.297763, -1.752257, -4.147138], [0.843516, -2.356244, -3.623429], [0.739427, -3.337134, -2.641924], [1.884114, -3.919259, -2.129181], [3.135536, -3.535436, -2.581388], [3.238171, -2.563291, -3.561714], [2.101764, -1.973017, -4.081686], [-0.490897, -0.405810, -1.455216], [-1.689605, 6.076086, 4.633836], [-0.301557, 5.004957, 4.120780], [-2.440923, 4.392489, 6.224809], [-1.544001, 2.102490, 5.453833], [-0.775604, 2.740136, 6.920809], [1.085142, 3.434971, 5.441302], [2.929697, 2.654630, 5.306572], [5.127672, 2.823100, 4.269895], [5.423331, 2.223983, 1.888302], [3.505821, 1.400391, 0.580948], [0.232251, 0.892227, 2.115707], [-1.598190, 0.831048, 1.506448], [-3.692412, -0.093533, 0.658419], [-0.154936, -1.004364, -4.805741], [-0.236304, -3.642695, -2.302564], [1.794625, -4.679867, -1.368028], [4.024868, -3.991619, -2.174198], [4.208537, -2.257184, -3.923055], [2.181894, -1.211085, -4.843662], [0.415972, -0.467373, -2.036512]], "forces_ev_per_a": [[0.0, 0.1, -0.1], [0.1, -0.2, 0.1], [-0.2, -0.2, 0.0], [0.0, 0.2, 0.3], [0.0, 0.1, 0.1], [-0.1, -0.1, -0.1], [0.3, -0.1, -0.2], [0.0, 0.0, -0.1], [0.1, 0.1, 0.1], [-0.1, 0.0, 0.2], [0.0, -0.1, -0.2], [0.3, 0.2, 0.2], [-0.5, -0.1, 0.3], [0.0, 0.0, -0.1], [0.1, 0.0, 0.0], [-0.3, -0.1, -0.3], [0.2, 0.0, -0.1], [-0.1, -0.2, -0.3], [0.2, 0.1, 0.3], [-0.8, 0.0, 0.3], [-0.2, -0.3, -0.5], [0.4, 0.3, -0.3], [0.4, 0.0, 0.1], [0.2, 0.2, 0.0], [-0.8, 0.3, 0.0], [0.4, -0.6, 0.4], [0.0, 0.0, 0.0], [0.0, 0.1, 0.0], [0.1, -0.1, 0.0], [0.0, 0.0, 0.0], [-0.3, 0.1, -0.1], [0.2, 0.2, 0.1], [-0.2, 0.2, 0.0], [0.2, -0.1, -0.1], [-0.1, 0.1, 0.0], [0.1, 0.1, 0.2], [-0.1, 0.0, -0.1], [0.0, -0.1, -0.2], [0.0, 0.0, 0.1], [0.1, 0.0, 0.1], [0.1, 0.0, -0.1], [0.0, 0.0, 0.0], [0.2, 0.0, -0.2], [0.0, 0.1, 0.1], [-0.1, 0.0, 0.0], [-0.2, 0.1, -0.1], [0.0, -0.1, 0.1], [0.0, -0.1, 0.1], [0.1, 0.0, 0.0], [0.1, 0.0, 0.0], [0.0, 0.1, -0.1], [0.1, 0.0, 0.0]], "lowdin_charge": [0.01, -0.16, -0.18, 0.06, -0.40, 0.04, -0.06, -0.04, -0.08, -0.06, 0.01, -0.14, 0.15, -0.40, 0.08, -0.09, 0.01, -0.07, -0.63, 0.78, -0.26, 0.62, -0.29, -0.29, -0.06, -0.31, -0.03, -0.07, -0.10, -0.08, -0.03, 0.02, 0.05, 0.05, 0.10, 0.12, 0.12, 0.13, 0.11, 0.10, 0.11, 0.10, 0.09, 0.11, 0.11, 0.13, 0.10, 0.11, 0.10, 0.10, 0.11, 0.12]}

{"formula": "C5H8ClN4O2", "method": "wB97M-V/def2-TZVPD", "energy_ha": -1024.54603, "homo_lumo_gap_ev": [7.75, 6.30], "total_charge": 1, "e_lumo_ha": [-0.1312, -0.1710], "e_above_lowest_kcal_mol": 127.0, "elements": ["C", "C", "C", "C", "C", "N", "N", "N", "N", "O", "O", "Cl", "H", "H", "H", "H", "H", "H", "H", "H"], "coordinates": [[-2.030370, 0.487699, -0.193987], [0.155494, 1.225419, -0.793948], [0.316358, -1.422257, -0.690912], [4.293740, 0.431300, 0.122358], [-2.100432, -0.825382, 0.109964], [-0.937429, 1.235547, -0.189452], [-3.222559, -1.515458, 0.399332], [-0.828301, -1.589400, 0.362775], [1.241342, 2.202143, -0.451754], [4.917843, -0.506201, 0.350519], [3.694563, 1.396058, -0.042044], [1.723991, -1.326180, 0.308650], [-3.006961, 1.042431, -0.392940], [-4.056567, -1.247211, -0.159678], [-3.054673, -2.599149, 0.431353], [-1.077512, -2.536322, 0.367938], [-0.562044, -1.587554, 1.348598], [1.554446, 2.950335, -1.054016], [2.092467, 1.503125, -0.210482], [0.886607, 2.681051, 0.377734]], "forces_ev_per_a": [[-2.8, -1.1, -0.4], [-1.5, -2.1, -1.4], [-0.5, 0.9, -0.5], [1.8, -2.2, 0.8], [2.2, 1.4, -0.1], [3.0, 3.0, 0.0], [-1.2, -3.7, -0.3], [-0.8, 1.7, 0.6], [0.3, -2.1, 2.5], [-0.1, 0.1, -0.2], [-0.9, 1.8, -0.5], [0.7, -0.2, 0.5], [1.4, -0.8, 0.4], [0.8, -0.5, 0.7], [-1.0, 2.9, -0.3], [-0.5, -2.2, -1.1], [0.4, 1.2, 0.4], [-0.1, -0.3, -1.1], [-1.7, 2.3, -0.5], [0.4, 0.1, 0.5]], "lowdin_charge": [-0.13, -0.11, -0.38, -0.43, -0.34, 0.02, 0.10, -0.04, 0.17, 0.26, 0.17, 0.60, 0.16, 0.13, 0.16, 0.11, 0.14, 0.15, 0.12, 0.15]}

{"formula": "C4H10S", "method": "wB97M-V/def2-TZVPD", "energy_ha": -556.43874, "homo_lumo_gap_ev": [8.54, 7.91], "total_charge": 0, "e_lumo_ha": [0.0104, 0.0147], "e_above_lowest_kcal_mol": 89.9, "elements": ["C", "C", "C", "C", "S", "H", "H", "H", "H", "H", "H", "H", "H", "H", "H"], "coordinates": [[-0.452229, -2.027431, 0.415865], [0.121535, 1.121424, 1.196118], [-0.522409, 0.768582, -1.204159], [0.391528, 0.418419, -0.057176], [2.081755, 0.197237, -0.600901], [0.467033, -2.510975, 0.099898], [-0.659439, -1.712096, 1.467254], [-1.336741, -1.970920, -0.316231], [0.146131, 2.295369, 1.174604], [0.946762, 0.895217, 1.915265], [-0.841473, 0.817141, 1.678901], [-1.577617, 0.537842, -0.897707], [-0.366600, 1.888925, -1.403566], [-0.114804, 0.192578, -2.005912], [1.716574, -0.911312, -1.462259]], "forces_ev_per_a": [[-1.4, 1.9, -0.6], [0.9, 1.5, 2.4], [0.0, 1.0, 1.3], [-0.5, -0.6, -1.0], [-0.9, -1.7, -0.7], [-0.3, 0.0, 0.3], [0.4, -0.7, -1.1], [1.6, -0.2, 1.3], [-0.2, -1.9, -0.5], [-0.7, 0.0, -0.2], [0.7, 0.3, -0.6], [0.9, 0.3, -0.7], [-0.5, -1.4, 0.0], [-0.7, -0.2, -1.1], [0.8, 1.7, 1.2]], "lowdin_charge": [0.04, -0.19, -0.18, -0.81, 0.70, -0.02, 0.01, 0.03, 0.11, 0.07, 0.08, 0.09, 0.11, 0.03, -0.06]}

{"formula": "C5H11NOS", "method": "wB97M-V/def2-TZVPD", "energy_ha": -725.25941, "homo_lumo_gap_ev": 9.59, "total_charge": 0, "e_lumo_ha": 0.0245, "e_above_lowest_kcal_mol": 41.1, "elements": ["C", "C", "N", "C", "C", "O", "C", "S", "H", "H", "H", "H", "H", "H", "H", "H", "H", "H", "H"], "coordinates": [[2.446013, -1.479884, -0.598161], [1.508373, -0.307967, -0.808932], [0.198513, -0.610823, -0.242641], [-0.757382, 0.468342, -0.045162], [-0.344463, 1.610647, 0.860410], [0.521651, 2.389831, 0.546954], [-2.130196, -0.155368, 0.284707], [-3.448134, 1.101010, 0.109939], [2.006287, -2.397876, -0.985294], [2.568070, -1.643184, 0.480900], [3.439433, -1.279350, -0.985137], [1.350890, -0.150245, -1.877878], [1.945921, 0.600820, -0.385472], [0.255603, -1.113111, 0.631274], [-0.961524, 0.915448, -1.025476], [-0.807091, 1.769649, 1.852622], [-2.357734, -1.004782, -0.349839], [-2.085647, -0.566562, 1.299991], [-3.348583, 1.853408, 1.237193]], "forces_ev_per_a": [[-0.3, 0.0, 0.8], [-0.1, 0.1, -0.1], [-0.3, 0.1, 0.7], [-1.2, -0.6, -1.6], [0.5, 0.4, 0.1], [0.0, -0.1, -0.1], [0.7, 0.8, 1.4], [-0.3, -0.1, 0.0], [0.2, 0.0, -0.3], [0.0, 0.0, -0.1], [0.0, -0.1, -0.3], [0.1, 0.2, 0.0], [0.0, 0.0, -0.1], [0.4, -0.2, 0.1], [0.5, 0.2, 0.0], [-0.3, -0.5, 0.1], [0.0, 0.2, -0.4], [-0.3, 0.1, 0.0], [0.3, -0.6, -0.2]], "lowdin_charge": [-0.10, -0.28, -0.04, -0.42, -0.23, 0.06, -0.51, 0.71, 0.07, 0.07, 0.07, 0.12, 0.10, 0.11, 0.13, 0.12, 0.07, 0.08, -0.14]}